(1)
Computed, not measured: a molecular structure, C61H96NO42V in a non-equilibrium geometry, with the ωB97M-V functional and the def2-TZVPD basis.

Results
LUMO level = -2.24 eV
E_HOMO = -8.42 eV
max |F| = 5.0 eV Å⁻¹
E = -177986.7882 eV
frontier orbital gap = 6.2 eV

```
! RIJCOSX wB97M-V def2-TZVPD def2/J DEFGRID3
* xyz 0 1
O 1.3474 -3.7481 3.6328
V -0.1889 -3.6734 3.3185
O -0.8243 -2.4840 4.1829
C -2.6872 -1.2674 2.0060
C -1.5412 -0.8301 1.1067
C -1.4230 0.6844 1.3805
C -0.1361 1.3280 0.9006
C 1.0825 0.5102 1.3056
C 1.0246 -0.9952 1.0034
N -0.2911 -1.5111 1.4496
O -0.4107 -2.9076 1.2449
C 2.1814 -1.6463 1.7751
C 1.3785 -1.1377 -0.5054
C -1.9919 -0.9626 -0.3715
H -3.6483 -0.7712 1.8764
H -2.4834 -1.2059 3.0805
H -2.8094 -2.3496 1.8895
H -1.6020 0.8666 2.4426
H -2.1771 1.2212 0.7983
H -0.0086 2.3508 1.2659
H -0.1018 1.3509 -0.1921
H 1.2049 0.5895 2.3943
H 1.9595 0.8944 0.7758
H 1.9830 -1.4911 2.8364
H 3.1395 -1.1865 1.5343
H 2.1937 -2.7082 1.5343
H 1.1082 -2.1207 -0.8924
H 2.4634 -1.0579 -0.5925
H 0.9446 -0.3146 -1.0720
H -1.1301 -0.7240 -0.9981
H -2.7483 -0.2413 -0.6750
H -2.2835 -1.9860 -0.6088
C 2.8901 4.3038 1.2473
C 4.2267 3.6668 0.9338
C 4.4851 2.3808 1.7779
O 5.1823 1.5984 0.7902
C 4.7686 1.9329 -0.4272
O 4.9112 1.3095 -1.4434
O 4.1862 3.1259 -0.3883
H 2.0989 3.5604 1.1394
H 2.5998 5.1603 0.6370
H 2.9161 4.7020 2.2647
H 5.0687 4.3415 1.0860
H 3.6336 1.7515 2.0406
H 5.1578 2.5733 2.6092
C -5.6390 0.8948 1.0838
C -5.2119 2.3287 1.3068
C -4.6588 2.8969 -0.0035
O -5.2386 4.1869 -0.1431
C -6.2590 4.2953 0.7045
O -7.0167 5.2095 0.7582
O -6.3284 3.2029 1.5232
H -4.7076 0.3286 0.9968
H -6.2132 0.7755 0.1649
H -6.2588 0.4311 1.8492
H -4.4530 2.5443 2.0621
H -4.9320 2.2989 -0.8749
H -3.5709 2.8888 -0.0113
C -4.3772 0.1640 4.4329
C -4.5002 -1.3385 4.2019
C -5.3545 -2.0598 5.2762
O -6.1242 -2.9613 4.4837
C -5.9497 -2.7421 3.1780
O -6.4826 -3.3691 2.3144
O -5.1443 -1.6982 2.9954
H -3.9651 0.3718 5.4191
H -5.3509 0.6508 4.3584
H -3.7361 0.6217 3.6798
H -3.5155 -1.8108 4.2399
H -6.0579 -1.4342 5.8304
H -4.7780 -2.6014 6.0251
C 1.0202 2.9590 -2.3058
C 2.1966 3.2186 -3.2566
C 2.5990 2.0146 -4.1031
O 2.3849 2.4752 -5.4276
C 1.8945 3.7281 -5.4481
O 1.5939 4.3237 -6.4325
O 1.6303 4.1520 -4.1945
H 0.3527 2.1943 -2.7143
H 0.3938 3.8243 -2.0923
H 1.3489 2.5474 -1.3463
H 3.0869 3.5943 -2.7551
H 2.0026 1.1502 -3.8081
H 3.6588 1.8125 -3.9591
C -1.2809 0.9014 5.4802
C -1.2734 2.3883 5.1875
C -0.0685 2.9346 4.4111
O -0.6404 3.8963 3.5432
C -1.9606 3.6711 3.4330
O -2.7244 4.3118 2.7798
O -2.3242 2.6917 4.2806
H -0.4922 0.6469 6.1898
H -1.2321 0.3309 4.5555
H -2.1782 0.6719 6.0574
H -1.3749 3.0106 6.0837
H 0.3656 2.1301 3.8044
H 0.7059 3.3680 5.0400
C 1.9913 -5.2762 -1.4775
C 1.2774 -5.9786 -0.3561
C -0.2436 -6.0319 -0.5869
O -0.5002 -7.4317 -0.7043
C 0.6021 -8.1441 -0.4984
O 0.6453 -9.3368 -0.5422
O 1.6510 -7.3553 -0.2550
H 1.5940 -5.6591 -2.4255
H 3.0562 -5.4905 -1.5657
H 1.8088 -4.2023 -1.5131
H 1.4078 -5.5093 0.6178
H -0.5340 -5.5717 -1.5333
H -0.8613 -5.5723 0.1831
C -2.4347 1.5403 -6.4114
C -1.7996 2.4008 -5.3321
C -2.6002 3.6273 -4.9112
O -2.7842 3.4973 -3.5201
C -2.4587 2.2516 -3.1355
O -2.5339 1.8251 -2.0196
O -1.8317 1.5965 -4.1187
H -2.2579 2.0307 -7.3726
H -3.5126 1.5128 -6.2591
H -1.9575 0.5645 -6.4276
H -0.7728 2.6610 -5.5926
H -3.5409 3.7010 -5.4624
H -2.0365 4.5321 -5.1429
C 4.1717 -1.7454 5.0635
C 3.3962 -1.4551 6.3189
C 1.9975 -0.8894 6.0730
O 1.1242 -1.9704 6.3799
C 1.7862 -2.7968 7.2056
O 1.3081 -3.6394 7.8976
O 3.1122 -2.6555 7.0323
H 3.5316 -2.1629 4.2820
H 4.9368 -2.5117 5.2003
H 4.6547 -0.8719 4.6221
H 3.9617 -0.8562 7.0374
H 1.7969 -0.5795 5.0482
H 1.8434 -0.0487 6.7567
C -0.5033 6.7232 1.6406
C -0.4399 5.8252 0.4163
C -1.7701 5.3432 -0.1376
O -1.6943 5.6684 -1.5239
C -0.5655 6.3654 -1.7950
O -0.2746 6.7862 -2.8615
O 0.1917 6.4666 -0.6748
H -0.8548 7.7366 1.4605
H 0.5034 6.7775 2.0597
H -1.1475 6.2279 2.3662
H 0.1568 4.9176 0.5626
H -2.6301 5.7688 0.3805
H -1.8551 4.2647 0.0000
C -0.0490 -1.1183 -3.7141
C -0.9464 -2.2840 -4.1157
C -1.3476 -3.2874 -3.0585
O -2.7722 -3.2406 -3.0339
C -3.2065 -2.4162 -4.0447
O -4.3375 -2.2219 -4.3347
O -2.1815 -1.7636 -4.6189
H 0.8861 -1.4818 -3.2930
H -0.5880 -0.4957 -2.9992
H 0.0867 -0.5211 -4.6153
H -0.4644 -2.8011 -4.9488
H -0.8157 -3.1408 -2.1161
H -1.0752 -4.2908 -3.3978
C 5.4449 -2.1450 -0.9385
C 6.9022 -1.7297 -0.5941
C 7.8001 -2.8329 -0.0348
O 8.6865 -3.0732 -1.1125
C 8.4953 -2.1898 -2.1271
O 9.1336 -2.1359 -3.1135
O 7.4866 -1.3361 -1.8173
H 4.7310 -1.3342 -1.0381
H 5.0952 -2.8449 -0.1707
H 5.5067 -2.7414 -1.8506
H 6.8205 -0.8791 0.0856
H 7.1276 -3.6758 0.1364
H 8.2425 -2.5573 0.9191
C -3.9671 -5.1330 -0.2257
C -5.0475 -4.1040 0.0884
C -5.0503 -2.7517 -0.6263
O -6.3317 -2.6567 -1.2702
C -7.0664 -3.7262 -0.9451
O -8.1776 -3.9740 -1.3011
O -6.2649 -4.6717 -0.3998
H -3.9847 -5.3220 -1.3038
H -4.1890 -6.1060 0.2077
H -2.9589 -4.7868 0.0039
H -5.1256 -3.9804 1.1750
H -4.3012 -2.7727 -1.4155
H -4.9756 -1.9290 0.0804
C -5.1744 -7.7419 4.0763
C -5.2245 -6.3328 3.4731
C -5.4065 -5.1774 4.4478
O -4.2990 -4.2739 4.1589
C -3.4302 -4.9061 3.3567
O -2.4291 -4.3970 2.9167
O -3.9353 -6.0576 2.9416
H -6.1892 -8.0744 4.2916
H -4.4677 -7.8174 4.9021
H -4.8077 -8.4199 3.3036
H -5.9849 -6.4128 2.6937
H -5.3917 -5.5083 5.4851
H -6.2510 -4.5221 4.2381
*
```

Mulliken population analysis, charges in e, atoms 1 to 2:
1 O -0.86
2 V 1.15

=====

(2)
Computed, not measured: a gas-phase ion, C2H4N3O (charge +1) in a non-equilibrium geometry, with the ωB97M-V functional and the def2-TZVPD basis.

Results
LUMO level = -6.02 eV
E_HOMO = -16.60 eV
max |F| = 4.9 eV Å⁻¹
E = -8645.0568 eV
energy relative to the best compared isomer or geometry (same formula, charge and spin) = 3.858 eV
SMILES string = On1c[nH+]cn1
frontier orbital gap = 10.6 eV

```
! RIJCOSX wB97M-V def2-TZVPD def2/J DEFGRID3
* xyz 1 1
O -2.5391 -0.3581 -0.1006
N -0.9747 -0.6558 0.0222
C -0.3594 0.5022 0.0779
N 0.9726 0.3829 0.0507
C 1.2447 -0.9456 0.1313
N 0.2564 -1.7060 -0.0277
H -3.0974 -1.0527 0.2640
H -0.9668 1.4755 0.0743
H 1.6439 1.1336 -0.0409
H 2.1121 -1.5370 0.2568
*
```

Mulliken population analysis, charges in e, atoms 1 to 2:
1 O -0.33
2 N 0.26

=====

(3)
Computed, not measured: 2 unconnected molecules or ions with the total composition C5H16N3 in a non-equilibrium geometry, with the ωB97M-V functional and the def2-TZVPD basis.

Results
LUMO level = -3.68 eV
E_HOMO = -12.05 eV
max |F| = 1.5 eV Å⁻¹
E = -9908.0277 eV
energy relative to the best compared isomer or geometry (same formula, charge and spin) = 1.688 eV
frontier orbital gap = 8.4 eV

```
! RIJCOSX wB97M-V def2-TZVPD def2/J DEFGRID3
* xyz 1 1
C 2.7633 0.5434 -1.7291
N 2.0027 0.3280 -0.5009
C 2.3982 0.6838 0.6806
N 1.6664 0.5042 1.7828
H 2.2904 1.2912 -2.3614
H 2.7960 -0.3843 -2.2985
H 3.7765 0.8253 -1.4591
H 1.0728 -0.0415 -0.6040
H 3.4015 1.0836 0.7822
H 0.6683 0.5614 1.6463
H 2.0538 0.8715 2.6253
C -2.1467 -1.0996 -1.1051
N -2.4194 -0.5186 0.2055
C -1.7036 -1.2423 1.2202
C -2.0295 0.8723 0.2147
H -2.3830 -2.1584 -1.0799
H -1.0952 -0.9254 -1.4070
H -2.7525 -0.6140 -1.8699
H -1.9032 -0.8257 2.2126
H -2.0382 -2.2722 1.3125
H -0.6019 -1.2316 1.0878
H -2.3262 1.3329 1.1583
H -2.5535 1.4547 -0.5422
H -0.9372 0.9615 0.0283
*
```

Mulliken population analysis, charges in e, atoms 1 to 2:
1 C -0.84
2 N -0.04